Version P
Formula: C4H4F2
Source: OMol25
Level of theory: ωB97M-V/def2-TZVPD

The total charge is 0. The calculation puts the HOMO-LUMO gap (spin up / spin down) at 8.62 / 8.81 eV.

Element x y z (Å)
C  -0.8090  0.3800  -0.4111
C  -1.3376  0.7721  0.6950
C  0.3700  -0.1167  -1.0679
C  1.2142  -0.7385  0.0988
F  0.6896  -1.8617  0.6233
F  1.6741  0.0642  1.0811
H  -0.7128  0.7864  1.5217
H  -2.3799  1.0918  0.7504
H  0.3257  -0.9407  -1.7680
H  0.9657  0.5630  -1.5235

---

Version Q
Formula: C4H4F2
Source: OMol25
Level of theory: ωB97M-V/def2-TZVPD

The total charge is 0. The calculation puts the HOMO-LUMO gap at 9.70 eV.

Element x y z (Å)
C  0.8520  0.0846  -0.6066
C  -1.4769  -0.3081  0.7978
C  1.8083  1.2163  -0.2519
C  -0.5820  -0.6833  -0.0532
F  1.2393  2.1527  0.4334
F  -0.5902  -1.8471  -0.6970
H  0.7019  0.6529  -1.5824
H  1.4464  -0.7148  -0.8100
H  -1.3046  0.4520  1.4691
H  -2.0943  -1.0051  1.3006

---

Most favorable structure: version P. The second most favorable one is 11.9 kcal/mol above it.

---

Version P
Formula: C4H4F2
Source: OMol25
Level of theory: ωB97M-V/def2-TZVPD

The total charge is 0. The calculation puts the HOMO-LUMO gap (spin up / spin down) at 9.18 / 7.88 eV.

Element x y z (Å)
C  0.4954  2.2066  -0.6366
C  0.7285  1.1020  -0.1805
C  -1.3416  -1.2482  0.1161
C  1.3141  -0.0738  0.3163
F  1.7802  -1.0508  -0.5013
F  1.6006  -0.2930  1.5844
H  0.3007  3.0342  -1.2652
H  -1.5638  -1.6028  1.1394
H  -1.6837  -1.8349  -0.6501
H  -1.6303  -0.2393  0.0774

---

Version Q
Formula: C4H4F2
Source: OMol25
Level of theory: ωB97M-V/def2-TZVPD

The total charge is 0. The calculation puts the HOMO-LUMO gap (spin up / spin down) at 9.22 / 9.21 eV.

Element x y z (Å)
C  -1.7554  1.2745  -0.0097
C  1.8638  -1.2384  0.0518
C  -1.2004  0.0854  0.0062
C  1.3017  -0.0565  -0.0164
F  -1.6756  -1.1672  -0.0289
F  1.7671  1.1724  -0.0114
H  -2.7301  1.5421  0.3067
H  -1.1542  2.1287  -0.2544
H  2.9963  -1.2967  0.1697
H  1.1459  -1.9250  0.0255

---

Most favorable structure: version Q. The second most favorable one is 4.0 kcal/mol above it.

---

Version P
Formula: CH3Cl2OPS
Source: OMol25
Level of theory: ωB97M-V/def2-TZVPD

The total charge is 0. The calculation puts the HOMO-LUMO gap at 8.99 eV. The structure (SMILES) is COP(=S)(Cl)Cl.

Element x y z (Å)
C  -1.0453  -0.3225  -0.8846
O  0.4028  -0.5068  -0.5200
P  1.0102  0.2809  0.7491
S  0.6208  2.4004  0.7258
Cl  0.4067  -0.7064  2.3924
Cl  2.8701  -0.2974  0.4773
H  -0.9271  -0.3607  -1.9061
H  -1.4679  0.6796  -0.5494
H  -1.8705  -1.1670  -0.4847

---

Version Q
Formula: CH3Cl2OPS
Source: OMol25
Level of theory: ωB97M-V/def2-TZVPD

The total charge is 0. The calculation puts the HOMO-LUMO gap at 9.68 eV.

Element x y z (Å)
C  -1.2839  -0.6969  0.2810
O  -2.7170  1.0893  1.8001
P  -2.3923  0.8147  0.4045
S  -3.0625  1.7139  -1.1631
Cl  -2.7436  -1.7631  0.2814
Cl  1.2548  1.7817  0.5430
H  -0.7116  -0.7826  1.0915
H  -0.6430  -0.6159  -0.7085
H  2.0964  1.0110  -0.1850

---

Version R
Formula: CH3Cl2OPS
Source: OMol25
Level of theory: ωB97M-V/def2-TZVPD

The total charge is 0. The calculation puts the HOMO-LUMO gap at 7.75 eV.

Element x y z (Å)
C  -0.0159  0.2265  0.6257
O  2.8729  -2.5874  0.0767
P  1.5438  -0.1041  -0.5477
S  3.1699  -1.1071  0.2284
Cl  -0.7207  -1.3388  0.9464
Cl  1.8184  1.7185  -1.0022
H  -0.7017  0.9131  0.0442
H  0.0068  0.7314  1.6344
H  1.0152  -0.8009  -1.6777

---

Version S
Formula: CH3Cl2OPS
Source: OMol25
Level of theory: ωB97M-V/def2-TZVPD

The total charge is 0. The calculation puts the HOMO-LUMO gap (spin up / spin down) at 6.69 / 7.77 eV.

Element x y z (Å)
C  -2.5846  -1.2013  0.1820
O  2.7526  1.6300  -0.1460
P  1.5168  0.6388  0.3536
S  0.2874  0.8453  -1.2826
Cl  -1.6702  0.2416  0.1550
Cl  2.2517  -1.2547  0.3359
H  -2.3856  -2.1311  0.8346
H  -3.2503  -1.2084  -0.6400
H  3.0823  2.4399  0.2075

---

Most favorable structure: version P. The second most favorable one is 23.2 kcal/mol above it.

---

Version P
Formula: C20H22N2O4
Source: OMol25
Level of theory: ωB97M-V/def2-TZVPD

The total charge is 0. The calculation puts the HOMO-LUMO gap at 8.56 eV.

Element x y z (Å)
C  4.7937  0.5108  1.3710
H  4.6820  1.6120  1.2380
O  3.5701  -0.0858  0.5648
C  3.6991  0.2655  -0.7916
N  2.7515  -0.4915  -1.5998
C  1.3998  -0.3531  -1.1785
N  0.8389  -1.0472  -1.9531
C  1.5724  -1.8369  -2.8878
C  2.8243  -1.4283  -2.4583
H  3.8347  -1.5246  -2.8465
H  1.1908  -2.4806  -3.4678
C  0.5252  0.2646  -0.1040
C  0.1580  -0.5666  0.7314
C  0.1270  -0.2732  2.3186
C  -0.2897  -1.2661  3.1198
C  -0.8795  -2.2722  2.9266
C  -1.0238  -2.4684  1.3985
C  -0.5785  -1.6346  0.5716
H  -0.9589  -1.8740  -0.5808
H  -1.6881  -3.3879  1.2394
O  -1.3937  -3.2230  3.7916
C  -2.0951  -4.2904  3.7109
H  -2.4302  -4.7703  4.5372
H  -1.4644  -4.9095  3.0721
H  -3.2146  -4.2956  2.8723
H  -0.2187  -0.9395  4.2187
H  0.8544  0.6554  2.4960
C  -0.7158  1.1714  -0.7746
C  -1.7315  1.3251  -0.1597
C  -2.7862  2.1249  -0.8578
C  -2.6531  2.6848  -2.0249
C  -1.2480  2.5664  -2.6627
C  -0.3299  1.9437  -1.9590
H  0.8190  1.8774  -2.4705
H  -0.9871  3.2186  -3.4996
O  -3.6273  3.5160  -2.6194
C  -4.8024  3.5036  -2.3450
H  -5.2519  4.4430  -2.7243
H  -4.7935  4.0531  -1.1779
H  -5.2797  2.5971  -1.9905
H  -3.7379  2.2621  -0.3861
H  -2.0002  0.8232  0.9239
O  1.5085  1.3689  0.4977
H  2.2405  0.9427  0.9271
H  3.5575  1.1994  -0.7614
H  4.6260  0.0746  -1.3443
H  5.8249  0.2124  0.8533
H  4.7815  0.2027  2.2454

---

Version Q
Formula: C20H22N2O4
Source: OMol25
Level of theory: ωB97M-V/def2-TZVPD

The total charge is 0. The calculation puts the HOMO-LUMO gap at 9.04 eV. The structure (SMILES) is Cc1ccc(Oc2ncccc2NC(=O)CCCC(=O)O)c2c1CCC2.

Element x y z (Å)
C  -5.7800  -2.3175  -0.6243
C  -4.3980  -1.7487  -0.5279
C  -4.1113  -0.7163  0.3526
C  -2.8326  -0.1806  0.4654
C  -1.8098  -0.6781  -0.3224
C  -2.0807  -1.7066  -1.2162
C  -3.3556  -2.2316  -1.3122
H  -3.5446  -3.0319  -2.0127
H  -1.2808  -2.0898  -1.8314
O  -0.4905  -0.2418  -0.2051
C  -0.2109  1.0412  -0.5391
N  -1.1499  1.8081  -1.0435
C  -0.8387  3.0557  -1.3783
C  0.4256  3.5823  -1.2193
C  1.4266  2.7768  -0.6858
C  1.1195  1.4739  -0.3330
N  2.0155  0.5532  0.2091
C  3.3402  0.7199  0.4821
O  3.9505  1.7478  0.2894
C  3.9938  -0.5479  1.0068
H  4.8446  -0.2639  1.6260
H  3.2867  -1.1211  1.6081
C  4.4844  -1.3920  -0.1772
H  3.6829  -1.4860  -0.9135
H  4.7388  -2.3971  0.1666
C  5.7104  -0.7599  -0.8551
C  6.9641  -1.1064  -0.0924
O  7.7161  -2.0032  -0.3667
O  7.1534  -0.3163  0.9704
H  7.9631  -0.5668  1.4429
H  5.8181  -1.1504  -1.8669
H  5.5917  0.3235  -0.8825
H  1.5949  -0.3478  0.3954
H  2.4280  3.1475  -0.5433
H  0.6391  4.6003  -1.5022
H  -1.6554  3.6342  -1.7865
C  -2.7916  0.8838  1.5210
H  -2.2233  1.7589  1.2086
H  -2.3272  0.4830  2.4273
C  -4.2747  1.2098  1.7520
H  -4.4803  1.4848  2.7853
H  -4.5593  2.0470  1.1138
C  -5.0451  -0.0457  1.3168
H  -6.0073  0.1962  0.8653
H  -5.2338  -0.7090  2.1662
H  -5.8124  -3.1397  -1.3342
H  -6.1105  -2.6806  0.3482
H  -6.4836  -1.5511  -0.9477

---

Most favorable structure: version Q. The second most favorable one is 487.6 kcal/mol above it.

---

Version P
Formula: C4H6ClF
Source: OMol25
Level of theory: ωB97M-V/def2-TZVPD

The total charge is 0. The calculation puts the HOMO-LUMO gap at 11.09 eV. The structure (SMILES) is C[C@]1(Cl)C[C@@H]1F.

Element x y z (Å)
C  -0.5706  1.3144  0.0227
C  -0.5192  -0.0994  -0.0795
C  0.4231  -0.8712  0.8383
C  0.5803  -0.8969  -0.6214
H  -0.8872  1.9849  0.9280
H  0.5572  1.2850  -0.1371
H  -1.0118  1.5371  -1.1594
H  1.2909  -0.1287  1.3279
H  0.2895  -1.6479  1.7500
H  0.4556  -1.9134  -0.9737
F  1.5204  -0.0442  -1.2641
Cl  -2.1281  -0.5197  -0.6316

---

Version Q
Formula: C4H6ClF
Source: OMol25
Level of theory: ωB97M-V/def2-TZVPD

The total charge is 0. The calculation puts the HOMO-LUMO gap at 10.30 eV. The structure (SMILES) is CC/C=C(/F)Cl.

Element x y z (Å)
C  1.5976  -0.1212  -0.3272
C  0.2806  -0.4302  0.3797
C  -0.7505  0.5923  0.0408
C  -2.0027  0.3442  0.0280
H  1.9139  0.8524  -0.1935
H  2.3976  -0.6745  0.1313
H  1.6917  -0.4441  -1.3506
H  0.6563  -0.4392  1.4444
H  -0.0041  -1.4137  0.0667
H  -0.2057  1.6018  -0.0496
F  -2.9355  1.2943  -0.0696
Cl  -2.6392  -1.1620  -0.1006

---

Version R
Formula: C4H6ClF
Source: OMol25
Level of theory: ωB97M-V/def2-TZVPD

The total charge is 0. The calculation puts the HOMO-LUMO gap (spin up / spin down) at 8.09 / 8.09 eV.

Element x y z (Å)
C  0.4866  -0.5400  0.3975
C  -0.1070  0.5212  -0.0451
C  0.3660  -1.9780  -0.0893
C  -0.1724  1.9483  0.2714
F  1.1029  -0.4354  1.6259
Cl  -1.5672  -0.1423  -2.1496
H  1.2529  -2.5017  -0.1519
H  -0.2316  -2.4508  0.8050
H  -0.1841  -1.8466  -0.9541
H  0.7502  2.2792  0.5516
H  -1.1099  2.1808  0.8697
H  -0.2201  2.5693  -0.5400

---

Most favorable structure: version Q. The second most favorable one is 56.6 kcal/mol above it.